Entry 1:
The following is a DFT calculation (ωB97M-V/def2-TZVPD) of C33H26ClN5O7Sc as an isolated structure.

Properties
* relative energy (zero: lowest compared OMol25 entry of this formula, charge and spin): 9.1 kcal/mol
* total charge: -1
* strongest force on any atom: 0.50 eV/Å
* LUMO: 1.762 eV
* electronic energy: -3294.60203 Eh
* orbital gap: 4.5 eV

Each line ends with the Löwdin charge.
CARTESIAN COORDINATES (ANGSTROEM)
Sc -0.883872 -0.335688 -0.528998  0.975
C 0.886309 -0.776115 0.419973  -0.151
C 2.044181 -1.194011 0.640404  -0.197
C 3.315893 -1.652939 0.882450  -0.205
C 3.652057 -2.001339 2.262252  -0.182
C 4.949428 -1.881774 2.793674  -0.060
C 5.220850 -2.166445 4.123049  -0.118
C 4.214725 -2.578056 4.986406  -0.129
C 2.920345 -2.686718 4.487579  -0.116
C 2.644605 -2.402752 3.161914  -0.041
C 4.253832 -1.709693 -0.238325  -0.183
C 4.021590 -0.956833 -1.405042  -0.041
C 4.866424 -1.028438 -2.498160  -0.110
C 5.984833 -1.854235 -2.481993  -0.136
C 6.221884 -2.623240 -1.350581  -0.119
C 5.375364 -2.559273 -0.255025  -0.062
H 5.750807 -1.525893 2.160885  0.100
H 6.234965 -2.051979 4.490827  0.090
H 4.430374 -2.805792 6.023118  0.084
H 2.116178 -3.009300 5.138970  0.056
H 1.629759 -2.494072 2.791813  0.103
H 3.148408 -0.317581 -1.442320  0.097
H 4.644387 -0.434313 -3.377223  0.093
H 6.645777 -1.909245 -3.338277  0.082
H 7.071319 -3.297246 -1.323595  0.089
H 5.564865 -3.204114 0.591951  0.100
O -0.128407 -0.187627 -4.556177  0.089
C -0.948526 0.186090 -3.747366  -0.557
O -0.898814 -0.005596 -2.461376  -0.154
C -2.159805 0.979497 -4.190933  -0.122
C -3.323262 0.992654 -3.435104  -0.038
C -4.435815 1.751541 -3.818077  -0.003
C -4.310812 2.489808 -4.969364  -0.225
O -5.233862 3.324580 -5.547254  0.022
C -4.636694 3.792404 -6.756363  -0.142
O -3.307620 3.292932 -6.820789  0.028
C -3.155374 2.468654 -5.729806  -0.200
C -2.066201 1.717639 -5.378477  0.080
H -3.373265 0.393188 -2.536341  0.105
H -5.356305 1.739569 -3.249210  0.120
H -4.616456 4.884158 -6.748878  0.133
H -5.210360 3.421203 -7.610204  0.134
H -1.161924 1.679171 -5.969550  0.134
C 0.208296 1.019491 3.236095  -0.031
C -0.565963 -0.200292 3.637967  -0.185
C -0.157832 -0.989179 4.703047  -0.070
C -0.883190 -2.113008 5.067627  -0.658
Cl -0.387364 -3.046606 6.454787  0.650
C -2.002413 -2.496664 4.360394  -0.097
C -2.421541 -1.722515 3.286482  0.008
C -1.719068 -0.578453 2.943685  -0.217
O -2.120856 0.258221 1.918263  -0.108
C -3.476243 0.121126 1.507484  -0.107
C -3.687022 -1.025762 0.507823  -0.638
O -4.799329 -1.495717 0.379999  0.064
O -2.637205 -1.296988 -0.193712  -0.117
H 0.968192 1.252053 3.981027  0.084
H -0.455444 1.879589 3.121404  0.078
H 0.703801 0.831449 2.278523  0.046
H 0.736713 -0.725844 5.252115  0.113
H -2.547342 -3.387820 4.637951  0.105
H -3.292795 -2.037261 2.728419  0.117
H -3.725752 1.051736 0.992365  0.121
H -4.137706 0.004324 2.364898  0.134
N -3.001055 4.425343 -1.560442  0.147
N -2.073939 3.644981 -0.892015  -0.265
N -0.986823 4.143720 -0.340757  0.150
C -0.364522 3.042334 0.049590  -0.140
N -1.059602 1.944922 -0.278438  -0.021
N -2.157648 2.352189 -0.866910  0.112
H -3.602130 4.872011 -0.876504  0.100
H -3.542368 3.791132 -2.143701  0.083
H 0.586361 3.018708 0.552072  0.126

Force components x, y, z for each atom (eV/Å):
Sc 0.2167 -0.1570 0.4238
C -0.1144 0.0233 -0.1793
C 0.0428 -0.0736 -0.0262
C -0.0265 0.1330 0.0256
C -0.0061 0.0175 0.0815
C -0.0331 -0.0224 -0.0053
C 0.0258 0.0037 -0.0242
C -0.0298 -0.0028 0.0086
C 0.0269 -0.0082 0.0038
C 0.0361 -0.0361 -0.0407
C -0.0260 -0.0427 0.0099
C 0.0298 -0.0014 0.0025
C -0.0086 -0.0093 0.0188
C 0.0092 -0.0009 -0.0326
C -0.0009 0.0046 0.0286
C -0.0118 0.0514 -0.0057
H 0.0234 -0.0144 -0.0562
H -0.0003 -0.0003 -0.0033
H -0.0002 -0.0003 -0.0020
H 0.0127 -0.0016 -0.0006
H 0.0075 0.0043 -0.0045
H -0.0015 0.0028 0.0008
H -0.0014 0.0044 -0.0017
H -0.0007 -0.0006 0.0029
H -0.0018 -0.0007 0.0026
H 0.0106 0.0020 0.0566
O 0.0392 0.0520 0.0180
C -0.1862 0.0846 -0.0239
O 0.1509 -0.2105 -0.1856
C 0.0135 0.0268 0.0463
C -0.0071 -0.0019 0.0034
C -0.0152 0.0031 0.0035
C 0.0103 0.0006 -0.0253
O -0.0045 0.0118 0.0236
C -0.0138 0.0139 -0.0274
O 0.0187 0.0238 0.0032
C -0.0098 -0.0144 -0.0020
C -0.0006 -0.0001 -0.0207
H 0.0029 0.0058 -0.0204
H -0.0023 -0.0049 -0.0054
H 0.0064 -0.0067 0.0075
H 0.0020 -0.0250 0.0075
H 0.0001 0.0024 0.0005
C -0.0021 -0.0009 0.0073
C -0.0047 0.0405 -0.0129
C -0.0294 -0.0008 0.0279
C -0.0162 0.0210 -0.0278
Cl 0.0136 -0.0145 0.0086
C 0.0060 -0.0150 0.0053
C -0.0243 -0.0261 -0.0143
C 0.0367 -0.0065 0.0768
O 0.0918 -0.0349 -0.1033
C 0.0196 -0.0669 0.0643
C -0.1062 0.4059 -0.2444
O 0.0358 -0.1216 0.0784
O -0.0875 -0.0982 0.0270
H -0.0021 -0.0044 0.0053
H -0.0003 0.0085 0.0059
H -0.0092 0.0054 0.0075
H -0.0133 0.0124 -0.0041
H -0.0014 0.0006 0.0035
H 0.0111 0.0074 0.0210
H -0.0104 -0.0380 -0.0055
H -0.0046 -0.0054 0.0190
N -0.0160 0.0592 0.0172
N 0.0031 0.0443 -0.0049
N 0.0617 -0.0394 -0.0561
C 0.0502 0.0124 0.0394
N -0.1876 0.0211 -0.0875
N -0.0018 0.0437 0.0760
H -0.0211 -0.0306 0.0047
H 0.0279 -0.0073 -0.0274
H -0.0020 -0.0074 0.0067

Entry 2:
The following is a DFT calculation (ωB97M-V/def2-TZVPD) of C33H26F5N5O3S5W as an isolated structure at a distorted geometry.

Properties
* relative energy (zero: lowest compared OMol25 entry of this formula, charge and spin): 26.7 kcal/mol
* total charge: +2
* strongest force on any atom: 1.19 eV/Å
* LUMO: -7.032 eV
* electronic energy: -4329.46226 Eh
* orbital gap: 6.4 eV

Each line ends with the Löwdin charge.
CARTESIAN COORDINATES (ANGSTROEM)
W 0.234306 -0.663327 -0.156091  1.325
C 0.663889 -1.991913 3.619054  0.000
C 0.392701 -0.771501 2.824893  -0.287
N -0.478637 -0.956269 1.779605  -0.131
N -1.115033 0.213113 1.320060  -0.238
C -2.363172 -0.141539 0.793722  -1.118
S -2.231242 -1.306544 -0.390990  0.808
S -3.759556 0.709216 1.158951  1.090
C -3.322145 1.689732 2.641786  -0.340
C -3.471271 3.159035 2.353463  -0.310
C -4.471014 3.898674 2.970208  -0.033
C -4.590359 5.258963 2.713756  -0.056
C -3.714194 5.879555 1.837806  -0.065
C -2.714098 5.140676 1.215393  -0.070
C -2.593575 3.785547 1.471581  -0.060
C 0.932131 0.486817 3.091641  -0.134
C 1.324147 0.892159 4.397840  0.009
C 1.854416 2.127995 4.602426  -0.041
C 2.065876 2.983519 3.495846  -0.011
C 1.773521 2.597091 2.214203  0.024
C 1.215273 1.331225 1.975824  -0.307
O 1.125974 0.905463 0.744476  -0.382
H -0.096764 -2.068164 4.405093  0.125
H 0.535723 -2.873518 2.991216  0.084
H 1.646110 -1.973164 4.083888  0.102
H -3.998302 1.358051 3.427395  0.091
H -2.300905 1.427833 2.909579  0.078
H -5.157367 3.415352 3.655712  0.119
H -5.369766 5.831620 3.198290  0.115
H -3.809636 6.938236 1.637073  0.112
H -2.031837 5.627463 0.530426  0.104
H -1.815049 3.204878 0.985045  0.088
H 1.134618 0.227283 5.231175  0.130
H 2.111489 2.462320 5.597266  0.121
H 2.491485 3.964429 3.666555  0.125
H 1.980770 3.237344 1.367687  0.123
C 1.256006 3.691354 -2.226242  0.016
N 0.976925 2.562669 -3.114946  -0.093
C 1.556308 2.394895 -4.357121  0.005
C 1.122720 1.218810 -4.845168  0.003
N 0.270069 0.678830 -3.894645  -0.009
C 0.198577 1.509648 -2.832262  -0.681
S -0.737744 1.322569 -1.396207  0.745
C -0.418184 -0.567236 -4.047988  -0.259
C -0.868431 -0.910757 -5.310047  0.027
C -1.483464 -2.140655 -5.467052  -0.008
C -1.630699 -2.951432 -4.355444  -0.007
C -1.165980 -2.492791 -3.137622  -0.141
N -0.558269 -1.316134 -2.966178  0.056
H 1.299353 4.599410 -2.821160  0.108
H 2.208356 3.528484 -1.725005  0.106
H 0.461886 3.771810 -1.491946  0.068
H 2.227600 3.124765 -4.774332  0.146
H 1.360308 0.703577 -5.757996  0.143
H -0.759085 -0.227875 -6.140468  0.126
H -1.848275 -2.450786 -6.436722  0.129
H -2.105800 -3.919994 -4.419489  0.126
H -1.284962 -3.106091 -2.254744  0.085
F 0.258783 -7.967041 -0.351886  0.164
C 0.263238 -6.645411 -0.385805  -0.128
C -0.466094 -5.921638 0.543561  -0.131
F -1.165838 -6.549592 1.476398  0.157
C -0.459016 -4.538972 0.502521  -0.139
F -1.157960 -3.855778 1.413909  0.098
C 0.277176 -3.855793 -0.460389  -0.246
O 0.332795 -2.521465 -0.539879  -0.432
C 1.010126 -4.600721 -1.378767  -0.143
F 1.728148 -3.957404 -2.303263  0.123
C 1.002259 -5.980898 -1.349709  -0.131
F 1.707076 -6.668113 -2.236213  0.156
C 5.385441 -1.853764 0.024418  0.004
O 4.441819 -1.191115 -0.864064  -0.120
C 3.199798 -1.052698 -0.546077  -1.105
S 2.164100 -0.332173 -1.683768  0.810
S 2.473432 -1.523406 0.897640  0.903
H 6.042963 -1.087781 0.423309  0.111
H 5.938652 -2.551246 -0.594628  0.111
H 4.867369 -2.375749 0.823648  0.060

Force components x, y, z for each atom (eV/Å):
W -0.0723 -0.4474 1.0993
C -0.0351 -0.0062 0.0207
C -0.0559 0.0638 0.0031
N 0.2293 0.0332 -0.1490
N -0.0661 0.0473 -0.0972
C 0.1209 0.0390 -0.0757
S -0.2011 -0.0876 -0.1130
S -0.0647 -0.1398 0.0703
C 0.0271 0.1355 -0.0697
C 0.0381 -0.0172 0.0358
C -0.0079 0.0020 -0.0122
C -0.0006 -0.0062 -0.0003
C 0.0046 -0.0056 -0.0054
C -0.0187 -0.0063 0.0146
C 0.0141 0.0061 -0.0021
C -0.0201 -0.0567 -0.0212
C 0.0166 0.0132 0.0303
C 0.0021 0.0033 -0.0130
C -0.0018 -0.0028 0.0044
C 0.0288 0.0655 0.0203
C 0.0020 -0.0012 -0.0068
O 0.0557 0.1749 -0.0563
H 0.0022 -0.0011 -0.0123
H 0.0154 -0.0055 0.0146
H 0.0060 -0.0017 -0.0032
H -0.0218 -0.0145 -0.0172
H 0.0075 -0.0307 -0.0012
H 0.0060 0.0110 -0.0035
H 0.0059 -0.0097 -0.0032
H 0.0000 -0.0065 0.0026
H 0.0006 -0.0018 0.0050
H 0.0027 -0.0044 0.0059
H 0.0016 0.0114 -0.0078
H -0.0050 -0.0076 -0.0051
H -0.0047 -0.0090 -0.0046
H 0.0057 -0.0050 0.0140
C -0.0040 -0.0391 -0.0438
N 0.0605 0.0860 0.0002
C -0.0218 0.0949 0.1090
C -0.0788 -0.1199 0.0584
N 0.0127 -0.0476 -0.0139
C 0.0271 -0.0134 -0.0570
S 0.0586 -0.0468 -0.0816
C -0.0242 0.0720 -0.0482
C -0.0203 0.0140 -0.0763
C 0.0119 0.0226 -0.0143
C -0.0225 -0.0262 0.0032
C -0.0138 -0.0579 0.0839
N 0.0986 0.0020 -0.1269
H -0.0002 0.0003 -0.0047
H 0.0061 -0.0044 -0.0003
H -0.0124 -0.0116 0.0004
H -0.0063 -0.0103 -0.0008
H -0.0028 0.0133 0.0005
H -0.0064 -0.0095 -0.0043
H 0.0022 0.0095 0.0038
H 0.0018 0.0101 -0.0088
H 0.0111 0.0169 -0.0027
F -0.0094 0.0248 0.0124
C -0.0538 -0.1231 0.0671
C 0.0070 -0.0691 -0.0098
F -0.0050 0.0141 -0.0078
C -0.0043 0.1010 -0.0016
F 0.0050 0.0093 0.0038
C 0.1485 -0.0205 0.1380
O -0.4791 0.3389 -0.3199
C 0.0335 0.0204 -0.0258
F 0.0045 0.0099 0.0074
C 0.0806 -0.0378 -0.0936
F -0.0069 0.0159 -0.0065
C -0.0082 0.0559 0.0075
O -0.0222 -0.0623 0.0006
C 0.0634 -0.0402 -0.0302
S 0.1173 0.0826 -0.1355
S 0.0448 -0.0090 -0.0226
H 0.0039 0.0142 0.0174
H 0.0033 0.0114 -0.0299
H -0.0174 -0.0228 -0.0077

Entry 3:
The following is a DFT calculation (ωB97M-V/def2-TZVPD) of C33H26N8O4Re as an isolated structure.

Properties
* relative energy (zero: lowest compared OMol25 entry of this formula, charge and spin): 5.2 kcal/mol
* total charge: +2
* spin multiplicity: 2
* strongest force on any atom: 0.93 eV/Å
* LUMO (alpha / beta): -6.552 / -6.974 eV
* electronic energy: -2090.06620 Eh
* orbital gap (alpha / beta): 6.6 / 6.1 eV

Each line ends with the Löwdin spin population.
CARTESIAN COORDINATES (ANGSTROEM)
Re -0.017095 -0.072863 0.088410  0.801
O 0.442313 1.409885 1.220023  0.068
C 0.609933 2.730692 0.988901  0.008
C 1.624955 3.408257 1.641838  0.005
C 1.721865 4.786021 1.501508  0.001
C 0.802936 5.493251 0.731958  0.003
C -0.209235 4.811233 0.084504  0.002
C -0.303704 3.419671 0.188940  0.002
C -1.298524 2.717804 -0.580433  0.002
N -1.327749 1.440335 -0.788167  0.000
N -2.334812 0.990031 -1.623569  0.008
C -2.294151 -0.297367 -1.715154  0.006
O -1.475144 -1.008734 -0.972726  0.032
C -3.174709 -1.026167 -2.636582  0.000
C -4.109183 -0.327072 -3.402302  0.001
C -4.934385 -1.012975 -4.275299  0.000
C -4.830908 -2.393442 -4.391875  0.002
C -3.901714 -3.091606 -3.633044  0.000
C -3.075011 -2.411997 -2.754470  0.001
H 2.311163 2.858325 2.271695  0.000
H 2.511986 5.317279 2.015229  0.000
H 0.877524 6.567874 0.646104  0.000
H -0.931566 5.347664 -0.518100  0.000
H -2.070746 3.295747 -1.078940  0.000
H -4.182062 0.746372 -3.300299  0.000
H -5.661772 -0.473576 -4.865973  0.000
H -5.479075 -2.926374 -5.074321  0.000
H -3.827311 -4.166706 -3.723959  0.000
H -2.354649 -2.952934 -2.155373  0.000
N -1.371975 -1.670474 3.699153  0.008
C -2.645726 -1.376825 3.268341  -0.001
C -2.514007 -0.779378 2.052213  0.003
N -1.179941 -0.711946 1.745742  -0.005
C -0.514887 -1.253047 2.757623  0.013
C 0.927414 -1.318441 2.625772  0.002
N 1.449135 -0.873181 1.492461  -0.001
C 2.806507 -1.036282 1.580464  0.003
C 3.100906 -1.590882 2.788258  0.000
N 1.899464 -1.765153 3.435612  0.004
H -1.149951 -2.147178 4.560138  0.000
H -3.513619 -1.614163 3.857021  0.000
H -3.271705 -0.408463 1.384320  0.000
H 3.474513 -0.731027 0.794036  0.000
H 4.037838 -1.858289 3.242597  0.000
H 1.788564 -2.151164 4.360501  0.000
O 0.763891 -7.346695 3.175037  0.000
C 0.021088 -6.233665 3.137945  0.000
O -0.723172 -5.947546 4.031740  0.000
C 0.218044 -5.293672 1.980629  0.000
C 1.471938 -5.001697 1.463794  0.000
C 1.623916 -3.955122 0.561534  0.000
C 0.508949 -3.231574 0.168401  0.001
C -0.766363 -3.578186 0.609021  0.000
C -0.902750 -4.600519 1.525449  0.000
N 0.681269 -2.033940 -0.596670  0.002
C 1.299704 -2.040284 -1.711565  0.002
C 1.562214 -0.764442 -2.364183  0.006
C 2.210611 -0.674219 -3.581795  -0.001
C 2.475083 0.580998 -4.109233  0.009
C 2.088140 1.696875 -3.388134  -0.001
C 1.428711 1.535009 -2.180075  0.011
N 1.161978 0.329257 -1.669127  0.003
H 1.192484 -7.526333 2.328168  0.000
H 2.350315 -5.534508 1.807455  0.000
H 2.609558 -3.671099 0.214920  0.000
H -1.624403 -3.025782 0.255096  0.000
H -1.875039 -4.859611 1.923197  0.000
H 1.647848 -2.966889 -2.161821  0.000
H 2.499272 -1.576444 -4.103474  0.000
H 2.975238 0.682802 -5.062305  0.000
H 2.282045 2.695989 -3.751043  0.000
H 1.103632 2.391763 -1.603440  0.001

Force components x, y, z for each atom (eV/Å):
Re -0.2553 0.0005 -0.2907
O 0.3496 -0.0914 -0.5459
C -0.2540 0.0559 0.1966
C 0.0678 0.1698 0.0643
C 0.0119 -0.0929 0.0319
C -0.0757 -0.0160 -0.0276
C 0.1012 0.0989 -0.0014
C 0.0233 -0.0898 -0.1367
C -0.2835 -0.4042 -0.2304
N 0.2733 0.0171 0.8860
N 0.0365 0.0436 -0.1886
C -0.3155 0.3104 0.0646
O 0.6057 0.0313 -0.0512
C -0.1191 -0.0119 -0.0419
C 0.0110 -0.0199 0.0220
C 0.0106 0.0001 0.0093
C 0.0023 -0.0063 0.0030
C -0.0141 -0.0183 -0.0055
C -0.0039 0.0548 0.0331
H -0.0005 -0.0041 0.0026
H 0.0083 -0.0065 -0.0063
H -0.0047 -0.0024 -0.0010
H -0.0029 -0.0064 -0.0208
H 0.0061 0.0030 -0.0635
H -0.0007 0.0089 -0.0127
H -0.0014 0.0095 -0.0014
H -0.0002 -0.0046 -0.0056
H 0.0039 -0.0044 -0.0021
H 0.0183 -0.0075 -0.0066
N 0.0001 0.0164 0.0320
C -0.0010 -0.0325 -0.0282
C -0.0035 -0.0323 0.0140
N 0.0434 0.0719 0.0998
C 0.0489 -0.0083 -0.0280
C -0.0672 -0.0281 -0.0080
N -0.1815 -0.0554 0.2859
C 0.0356 0.0594 0.0383
C -0.0244 0.0333 -0.0298
N -0.0206 0.0146 0.0150
H 0.0002 -0.0047 -0.0167
H -0.0082 0.0011 0.0049
H -0.0152 0.0154 0.0096
H 0.0113 -0.0062 -0.0131
H 0.0165 -0.0083 0.0020
H -0.0044 0.0012 -0.0056
O -0.0583 -0.0205 -0.0420
C 0.1946 0.0496 0.0525
O -0.0476 0.0033 -0.0041
C -0.0986 -0.0244 -0.0425
C 0.0387 0.0189 0.0201
C -0.0215 -0.0463 -0.0079
C -0.0555 -0.0460 -0.0225
C 0.0395 0.0415 0.0074
C 0.0194 -0.0215 -0.0021
N 0.0568 0.0444 -0.2247
C -0.0177 -0.0301 0.0750
C 0.0547 0.0573 -0.0460
C -0.0393 -0.0706 0.0584
C -0.0083 0.0721 0.0093
C 0.0356 -0.0198 -0.0343
C -0.0528 0.0450 0.0522
N -0.0747 -0.0714 0.1379
H -0.0108 0.0089 0.0166
H -0.0016 -0.0135 0.0016
H -0.0017 -0.0067 0.0028
H -0.0218 0.0195 -0.0030
H -0.0126 0.0058 -0.0104
H 0.0028 0.0083 0.0067
H 0.0035 -0.0044 -0.0037
H 0.0053 0.0029 0.0001
H 0.0001 0.0012 -0.0089
H 0.0434 -0.0582 -0.0338